Entry 1:
Below is an isolated molecule of C32H45Cl2FN2O4S2, with properties calculated with ωB97M-V/def2-TZVPD.

The geometry in XYZ format:
```
88
Properties=species:S:1:pos:R:3
C 2.684 -5.013 2.239
C 1.509 -4.034 1.720
C 0.950 -4.672 0.354
C 2.014 -2.489 1.559
C 1.142 -1.771 0.419
N 1.269 -0.280 0.357
C 2.552 0.223 0.869
C 3.795 0.045 -0.078
C 5.234 0.511 0.281
C 6.413 0.255 -0.766
C 6.339 1.144 -2.095
C 7.722 0.872 -2.912
Cl 4.988 0.638 -3.256
C 5.441 1.213 1.665
C 4.245 1.393 2.666
C 2.828 0.881 2.242
S 1.401 1.068 3.408
C -0.056 1.097 2.273
C -1.383 1.804 2.741
C -1.431 2.463 4.222
C -1.098 4.039 4.014
O -1.377 4.930 4.839
Cl -0.269 4.532 2.446
C -2.655 1.868 1.814
C -3.992 2.604 2.295
C -4.482 3.802 1.344
C -3.344 4.467 0.438
F -5.662 3.425 0.561
C -2.516 1.154 0.411
C -3.783 1.129 -0.578
C -5.046 0.374 0.144
C -5.368 -1.064 -0.516
N -4.949 -2.119 0.488
C -1.174 0.468 -0.046
C -1.052 -0.220 -1.491
C -1.937 -1.567 -1.650
C -2.528 -1.536 -3.172
C -1.325 -1.735 -4.244
S -0.700 -0.161 -4.990
O -0.350 -0.385 -6.454
O 0.571 0.357 -4.337
O -1.807 1.108 -4.917
C 0.094 0.427 0.887
H 3.092 -4.739 3.271
H 2.193 -6.053 2.355
H 3.518 -5.166 1.453
H 0.635 -4.087 2.480
H 1.688 -4.364 -0.486
H 0.968 -5.823 0.357
H -0.094 -4.264 0.066
H 1.929 -1.993 2.584
H 3.088 -2.553 1.182
H 1.532 -2.170 -0.597
H 0.021 -2.052 0.451
H 3.644 -0.449 -1.094
H 7.406 0.440 -0.202
H 6.413 -0.881 -0.992
H 6.206 2.242 -1.813
H 7.669 1.393 -3.940
H 7.774 -0.271 -3.084
H 8.646 1.173 -2.312
H 6.490 1.599 1.939
H 4.440 1.907 3.671
H -2.475 2.346 4.702
H -0.701 1.960 4.947
H -4.887 1.876 2.385
H -3.878 3.052 3.355
H -4.861 4.640 2.046
H -3.874 5.274 -0.203
H -2.841 3.761 -0.302
H -2.590 5.048 1.085
H -3.602 0.559 -1.549
H -4.114 2.190 -0.886
H -4.697 0.167 1.216
H -6.000 1.008 0.089
H -6.511 -1.164 -0.634
H -4.800 -1.267 -1.493
H -4.043 -1.854 0.925
H -4.779 -3.024 0.026
H -1.506 0.543 -2.235
H 0.022 -0.408 -1.825
H -2.770 -1.614 -0.862
H -1.328 -2.534 -1.534
H -3.030 -0.510 -3.342
H -3.336 -2.334 -3.287
H -0.438 -2.237 -3.695
H -1.658 -2.429 -5.105
H -1.464 1.819 -4.311
```

Calculated values
calculated total energy: -94504.348 eV
LUMO: 0.089 eV
E_HOMO: -7.75 eV

***

Entry 2:
Below is a structure of composition C32H45GeN2PSSbSe4Tc, with properties calculated with ωB97M-V/def2-TZVPD.

The geometry in XYZ format:
```
88
Properties=species:S:1:pos:R:3
Tc 0.124 -0.018 0.586
C -1.066 -2.523 3.190
C -2.203 -2.299 2.196
C -3.164 -1.230 2.714
P -1.535 -1.788 0.547
C -0.534 -3.217 -0.116
C -1.079 -4.619 0.142
C 0.946 -3.156 0.278
C -3.018 -1.828 -0.580
C -4.104 -2.846 -0.227
C -3.644 -0.451 -0.767
H -1.469 -2.655 4.198
H -0.396 -1.659 3.204
H -0.473 -3.404 2.945
H -2.746 -3.238 2.053
H -2.662 -0.262 2.755
H -3.497 -1.478 3.725
H -4.046 -1.118 2.085
H -0.573 -3.019 -1.194
H -1.193 -4.822 1.210
H -0.375 -5.354 -0.256
H -2.036 -4.795 -0.345
H 1.112 -3.514 1.296
H 1.382 -2.154 0.207
H 1.525 -3.783 -0.405
H -2.570 -2.113 -1.537
H -4.672 -2.533 0.651
H -3.724 -3.847 -0.036
H -4.811 -2.914 -1.058
H -4.230 -0.147 0.104
H -4.312 -0.462 -1.632
H -2.887 0.305 -0.943
C 4.802 2.178 -1.099
N 3.452 2.672 -1.171
C 3.099 3.841 -1.965
C 1.565 3.822 -1.924
N 1.310 2.920 -0.808
C 2.396 2.192 -0.522
S 2.413 0.865 0.551
H 5.466 2.940 -0.680
H 5.138 1.900 -2.100
H 4.820 1.287 -0.477
H 3.480 3.728 -2.981
H 3.520 4.745 -1.512
H 1.160 3.405 -2.849
H 1.141 4.807 -1.732
H 0.413 2.473 -0.658
Se 0.658 -2.497 -4.608
Sb 1.668 -0.799 -3.256
Se -0.312 -0.023 -1.858
Se 2.722 1.149 -4.409
Se 3.775 -1.217 -2.140
C -0.518 1.256 1.740
Ge -1.764 2.725 1.837
C -3.287 2.749 0.617
C -4.592 2.628 1.090
C -5.673 2.658 0.218
C -5.461 2.812 -1.144
C -4.166 2.933 -1.632
C -3.091 2.900 -0.756
C -0.710 4.354 1.484
C -1.098 5.348 0.590
C -0.273 6.435 0.323
C 0.958 6.545 0.951
C 1.357 5.567 1.854
C 0.529 4.486 2.114
C -2.441 2.862 3.678
C -2.161 1.878 4.624
C -2.627 1.986 5.928
C -3.382 3.085 6.307
C -3.664 4.079 5.379
C -3.194 3.966 4.078
H 0.237 1.397 2.541
H -4.770 2.508 2.153
H -6.680 2.556 0.603
H -6.301 2.831 -1.827
H -3.990 3.034 -2.695
H -2.085 2.965 -1.159
H -2.056 5.281 0.086
H -0.595 7.194 -0.381
H 1.604 7.389 0.740
H 2.318 5.642 2.349
H 0.869 3.721 2.804
H -1.568 1.016 4.338
H -2.397 1.210 6.649
H -3.746 3.171 7.323
H -4.249 4.944 5.670
H -3.415 4.754 3.365
```

Calculated values
2S+1: 2
charge: -1
calculated total energy: -383658.928 eV
LUMO (spin up / spin down): 2.323 / 1.095 eV
E_HOMO (spin up / spin down): -4.03 / -3.98 eV

***

> Among the records above, which one has the lowest calculated total energy?

C32H45GeN2PSSbSe4Tc

***

> Which value of calculated total energy does entry 2 give?

-383658.928 eV

***

> Which formula does entry 1 have?

C32H45Cl2FN2O4S2

***

> Which of these has the highest calculated total energy?

C32H45Cl2FN2O4S2